1.
Formula: C20H28FN4O5Pd
Source: OMol25
Level of theory: ωB97M-V with the def2-TZVPD basis set

The geometry in XYZ format:
```
59
Properties=species:S:1:pos:R:3:forces:R:3:nbo_charge:R:1
Pd -3.0122 -1.4403 -2.4564 0.7 -2.6 -1.7 0.933
N -3.2744 -5.0402 -4.6851 0.0 -0.3 -0.2 -0.789
C -3.1747 -4.1355 -3.7018 0.3 -0.2 0.1 0.699
O -3.9606 -3.1897 -3.6444 0.2 0.7 0.4 -0.649
C -2.0820 -4.3191 -2.6764 -0.1 0.3 0.0 -0.535
C -1.4972 -2.9627 -2.2784 -0.9 1.3 -0.4 -0.502
H -3.9866 -4.9216 -5.3893 0.0 0.0 0.1 0.413
H -2.6316 -5.8085 -4.7743 -0.1 0.1 0.1 0.403
H -1.3006 -4.9785 -3.0691 0.0 -0.1 0.1 0.212
H -2.5354 -4.8111 -1.8099 0.0 0.0 -0.1 0.245
H -0.7819 -2.6220 -3.0414 -0.1 0.0 0.3 0.186
H -1.0174 -3.0081 -1.2980 -0.2 0.2 -0.1 0.191
C -0.0612 4.2827 1.9477 -0.2 -0.2 0.1 -0.618
C -0.8035 3.0465 2.4517 0.3 0.4 0.3 -0.203
N -0.9678 2.0576 1.4034 -0.3 -0.3 0.0 -0.377
C -2.2219 1.7749 0.9230 0.2 -0.1 -0.3 0.101
C -2.4431 1.0160 -0.1726 -0.2 -0.5 -0.2 -0.253
C -3.8163 0.4895 -0.5882 -0.3 -0.9 0.5 0.755
O -4.7028 1.2675 -0.9281 -0.2 0.8 -0.2 -0.704
O -3.9009 -0.7785 -0.5469 0.0 0.9 0.8 -0.788
C -1.3363 0.5462 -0.9620 -0.7 -0.3 -0.9 0.524
O -1.4671 0.0394 -2.1108 0.8 0.6 1.3 -0.651
C -0.0467 0.6494 -0.3180 0.7 0.2 0.1 -0.170
C 1.0502 -0.0269 -0.8655 0.0 0.2 0.4 -0.175
C 2.2596 -0.0212 -0.2169 -0.2 -0.2 -0.4 0.313
F 3.2963 -0.7034 -0.7717 -0.1 0.2 0.1 -0.329
C 2.4418 0.6584 0.9854 -0.7 0.3 0.3 0.178
C 1.3620 1.3798 1.5039 0.6 -0.3 -0.2 -0.316
C 0.1143 1.3902 0.8780 -0.1 -0.2 -0.5 0.277
N 3.6320 0.6160 1.7500 0.0 0.0 -0.2 -0.494
C 4.2949 1.8519 2.0993 0.1 0.2 0.1 -0.238
C 4.7137 1.7191 3.5801 -0.1 0.8 -0.3 -0.231
N 4.8415 0.2649 3.8685 -0.1 -0.2 0.5 -0.496
C 5.5565 -0.4238 2.7676 0.3 -0.4 -0.5 -0.245
C 4.6109 -0.4339 1.5482 0.0 -0.2 -0.2 -0.229
H 0.0734 4.9920 2.7592 0.0 0.1 0.1 0.223
H -0.6304 4.7650 1.1601 -0.1 0.1 -0.1 0.230
H 0.9131 4.0147 1.5477 0.1 0.1 0.0 0.201
H -1.7941 3.3376 2.8055 0.1 -0.2 0.0 0.228
H -0.2668 2.6083 3.3003 -0.2 0.0 0.0 0.187
H -3.0463 2.1893 1.4819 -0.1 0.1 0.1 0.230
H 0.9282 -0.5488 -1.8012 0.0 -0.1 -0.1 0.268
H 1.5125 1.8914 2.4404 -0.1 0.1 0.1 0.210
H 3.6252 2.6990 1.9666 0.1 0.0 0.1 0.251
H 5.1781 2.0220 1.4638 -0.1 0.0 0.1 0.202
H 3.9596 2.1380 4.2499 0.1 -0.2 0.0 0.232
H 5.6654 2.2150 3.7675 0.0 -0.2 0.1 0.234
H 3.8859 -0.1188 3.8679 0.2 0.1 0.2 0.452
H 5.2858 0.1099 4.7768 -0.1 0.0 -0.1 0.447
H 5.8164 -1.4385 3.0662 0.0 0.1 0.1 0.247
H 6.4826 0.1164 2.5678 -0.1 0.1 0.1 0.228
H 4.0895 -1.3893 1.4819 0.1 0.0 0.0 0.234
H 5.2084 -0.3075 0.6362 -0.1 0.0 0.1 0.222
C -5.8806 -0.7044 -3.6623 -0.3 -0.1 -0.1 -0.255
O -4.7055 0.0585 -3.4193 0.3 -0.1 0.6 -0.763
H -6.7024 -0.0473 -3.9732 0.1 -0.1 0.0 0.172
H -6.1790 -1.2589 -2.7649 0.0 0.0 -0.1 0.182
H -5.6595 -1.4056 -4.4683 0.0 0.1 0.1 0.188
H -4.9108 0.6368 -2.6521 0.2 0.0 -0.1 0.515
```
Forces are in eV/Å.

Summary:
LUMO (spin up / spin down): -0.1212 / -0.1212 hartree
energy relative to the best compared isomer or geometry (same formula, charge and spin): 78.9 kJ/mol
strongest force on any atom: 0.063 hartree/bohr
E_tot: -43582.2131 eV
total charge: +1
frontier orbital gap (spin up / spin down): 5.926 / 5.858 eV
highest occupied orbital energy (spin up / spin down): -9.22 / -9.16 eV

=====

2.
Formula: C20H28HfN6O2SSe
Source: OMol25
Level of theory: ωB97M-V with the def2-TZVPD basis set

The geometry in XYZ format:
```
59
Properties=species:S:1:pos:R:3:forces:R:3:nbo_charge:R:1
Hf 0.1208 -0.4081 0.4306 0.2 -0.9 -0.8 2.095
O 6.4779 2.7138 -0.1523 0.6 -1.4 0.4 -0.717
C 6.4066 1.2968 0.1694 -0.3 1.6 -0.3 -0.130
C 4.9401 0.9270 0.2291 0.7 0.4 -0.3 0.175
C 4.6046 -0.4038 0.4959 0.6 -0.5 0.1 -0.225
C 3.3031 -0.8081 0.5269 0.1 -0.3 0.2 0.084
N 2.2874 0.0533 0.3241 -0.6 1.1 0.2 -0.724
C 2.6035 1.3832 0.0735 0.2 -1.6 -0.3 0.154
C 3.8937 1.8476 -0.0214 -0.4 -0.4 0.0 -0.177
C 1.4456 2.2248 -0.1696 -0.9 1.1 0.1 0.269
C 1.5927 3.6063 -0.1553 -1.1 -0.1 0.2 -0.202
C 0.4441 4.4416 -0.0349 -0.6 -1.2 -0.4 0.182
C 0.5776 5.9139 0.2422 2.2 -0.1 -0.3 -0.137
O 1.9851 6.2048 -0.0703 -1.7 0.0 0.5 -0.723
C -0.8205 3.7893 -0.2417 1.1 -0.3 0.5 -0.217
C -0.8752 2.4129 -0.4014 -0.9 0.7 -0.1 0.069
N 0.1968 1.5971 -0.2741 1.6 0.5 0.1 -0.731
H 7.4251 2.9769 -0.1693 -0.8 -0.2 0.0 0.516
H 6.8639 1.0867 1.1601 -0.2 0.0 -0.5 0.242
H 6.9038 0.6809 -0.6089 -0.2 0.2 0.4 0.241
H 5.3731 -1.1759 0.6575 -0.3 0.6 -0.1 0.280
H 3.0490 -1.8519 0.7027 0.1 0.3 0.0 0.235
H 3.9668 2.8883 -0.3420 1.0 -0.6 0.3 0.281
H 2.5890 4.0325 -0.1348 -0.4 0.2 0.2 0.289
H 0.3399 6.1463 1.3037 0.0 -0.2 -0.5 0.250
H -0.0914 6.4606 -0.4104 -0.3 0.2 -0.1 0.240
H 2.1358 7.1619 0.0007 -0.1 -0.3 0.0 0.518
H -1.7594 4.3258 -0.2044 0.1 0.2 -0.2 0.273
H -1.8171 1.9164 -0.6616 0.3 0.3 0.3 0.228
C -5.5575 0.6243 1.6808 0.0 -0.5 0.3 -0.423
N -4.5286 -0.3553 1.2237 0.7 -0.2 0.7 -0.532
C -3.9105 -0.2511 0.0687 0.3 0.4 -0.1 0.495
S -2.2177 -1.0618 -0.1076 -1.5 0.7 0.0 -0.350
N -4.4839 0.4079 -0.9383 0.6 -1.0 0.1 -0.550
C -5.9593 0.4675 -1.1204 -0.3 -0.5 -0.1 -0.430
H -5.3934 0.8121 2.7290 0.2 0.0 0.3 0.254
H -6.5812 0.2860 1.5717 0.0 -0.3 -0.1 0.256
H -5.4314 1.5276 1.1209 0.1 0.5 -0.1 0.221
H -4.0575 -0.9072 1.9556 -0.6 0.4 -0.6 0.439
H -3.9783 0.4501 -1.8084 0.3 0.0 0.0 0.437
H -6.4159 -0.3356 -0.5155 0.1 0.5 -0.5 0.234
H -6.1885 0.3287 -2.1770 0.2 -0.3 0.1 0.263
H -6.3578 1.4411 -0.8818 0.0 0.2 0.4 0.244
C 0.0060 -5.0462 -2.7773 -0.8 -0.4 0.1 -0.413
N -0.1683 -5.0508 -1.3276 0.3 0.6 1.3 -0.286
C -0.6710 -6.1117 -0.5848 0.6 0.3 -2.2 -0.004
C -0.6987 -5.7182 0.6781 -0.3 0.3 2.6 -0.034
N -0.2022 -4.4091 0.7681 -0.2 -1.1 -1.4 -0.320
C -0.1599 -3.5633 1.9295 0.8 0.0 -0.2 -0.406
C 0.1392 -4.0489 -0.4779 -0.6 0.1 -0.8 0.262
Se 0.9582 -2.4177 -1.0400 -0.2 0.1 0.3 -0.018
H -0.4433 -5.9819 -3.1462 0.5 0.5 -0.1 0.266
H 1.0439 -4.9311 -3.0067 0.6 -0.3 -0.3 0.245
H -0.5412 -4.2063 -3.1722 -0.2 0.2 -0.3 0.232
H -0.8772 -7.0140 -1.1422 -0.3 -0.2 0.6 0.287
H -1.0297 -6.2536 1.5668 0.1 0.2 -0.3 0.281
H -0.4515 -4.1692 2.7592 -0.2 -0.1 0.8 0.285
H -0.8721 -2.7505 1.8031 -0.3 0.2 0.2 0.191
H 0.8672 -3.2024 2.1046 -0.3 -0.1 0.0 0.232
```
Forces are in eV/Å.

Summary:
LUMO: -0.5080 hartree
energy relative to the best compared isomer or geometry (same formula, charge and spin): 0.0 kJ/mol
strongest force on any atom: 0.051 hartree/bohr
E_tot: -111679.5344 eV
total charge: +4
frontier orbital gap: 5.749 eV
highest occupied orbital energy: -19.57 eV

=====

3.
Formula: C20H28IrN4O2SSi
Source: OMol25
Level of theory: ωB97M-V with the def2-TZVPD basis set

The geometry in XYZ format:
```
57
Properties=species:S:1:pos:R:3:forces:R:3:lowdin_spin:R:1
Ir 1.0718 0.1766 -0.0918 -0.1 0.1 -0.4 0.655
C 3.2930 -1.5038 -3.3547 0.0 0.0 0.0 -0.001
C 2.5363 -0.6657 -2.3832 -0.1 0.0 0.0 -0.001
N 2.0985 -1.0755 -1.2286 0.0 0.0 0.0 0.011
N 2.2685 -2.3835 -0.7932 0.0 0.0 0.0 0.001
C 1.7186 -2.7612 0.3487 0.0 0.0 -0.1 0.002
N 1.7844 -4.0087 0.7598 0.0 0.0 0.0 0.000
S 0.9333 -1.5428 1.3989 0.1 -0.1 0.1 0.033
C 2.1830 0.7199 -2.6732 0.2 0.0 0.2 0.006
C 2.6464 1.4870 -3.6673 0.1 0.0 0.0 -0.004
C 2.2530 2.8784 -3.7940 0.1 0.0 0.1 0.000
C 1.4643 3.4646 -2.8906 0.0 0.0 0.1 -0.001
C 0.8821 2.7462 -1.7214 0.0 -1.2 -0.2 0.003
N 1.2215 1.2661 -1.7420 -0.6 0.8 -0.2 0.030
H 3.8383 -2.3213 -2.8852 0.0 0.0 0.0 0.000
H 4.0325 -0.9023 -3.8778 0.0 0.0 0.0 0.000
H 2.6080 -1.9121 -4.1011 0.0 0.0 0.0 0.000
H 2.7716 -3.0338 -1.3845 0.0 0.0 0.0 0.000
H 2.2070 -4.7498 0.2182 0.0 0.0 0.0 0.000
H 1.4419 -4.2521 1.6782 0.0 0.0 0.0 0.000
H 3.3545 1.0864 -4.3798 0.0 0.0 0.0 0.000
H 2.6570 3.4478 -4.6187 0.0 0.0 0.0 0.000
H 1.2220 4.5169 -2.9723 0.0 0.0 0.0 0.000
H 1.1977 3.1913 -0.7779 0.1 0.0 0.0 0.000
C -1.6068 2.7623 2.0088 0.0 0.1 0.0 0.000
C -0.9145 2.3472 0.7415 0.3 0.1 0.3 0.000
O 0.1494 1.6875 0.9443 -0.3 -0.2 0.0 0.020
C -1.4193 2.7197 -0.5469 -0.1 0.0 -0.1 0.003
C -2.7308 3.2744 -0.6044 0.1 -0.3 0.2 -0.001
C -3.3121 3.6543 -1.7738 0.0 0.0 -0.2 0.003
C -2.5812 3.4915 -2.9597 -0.3 -0.1 0.0 -0.001
C -1.3082 2.9922 -2.9431 0.3 -0.3 0.0 0.004
C -0.6650 2.5818 -1.7532 -0.4 2.5 0.3 0.001
O -0.0552 0.7455 -2.0437 0.7 -1.7 0.1 0.230
H -1.0930 2.3110 2.8524 0.0 0.0 0.0 0.000
H -2.6500 2.4507 2.0178 0.0 0.0 0.0 0.000
H -1.5882 3.8477 2.1188 0.0 0.0 0.0 0.000
H -3.2868 3.3878 0.3131 0.0 0.0 0.0 0.000
H -4.3064 4.0754 -1.7937 0.0 0.0 0.0 0.000
H -3.0221 3.7812 -3.9050 0.0 0.0 0.0 0.000
H -0.7612 2.8895 -3.8715 0.0 0.2 0.0 0.000
C -1.7612 -4.4180 3.5087 0.0 0.0 0.0 0.000
Si -1.2119 -2.6423 3.4864 0.0 0.0 -0.1 0.000
C 0.3038 -2.3705 4.5345 0.0 0.0 0.0 0.000
C -2.5730 -1.4497 3.8940 0.0 0.0 0.0 0.000
C -0.7288 -2.2863 1.6305 0.0 0.0 0.1 0.007
H -2.0836 -4.7002 4.5132 0.0 0.0 0.0 0.000
H -0.9604 -5.1067 3.2268 0.0 0.0 0.0 0.000
H -2.6042 -4.5890 2.8363 0.0 0.0 0.0 0.000
H 0.0383 -2.5313 5.5821 0.0 0.0 0.0 0.000
H 0.6963 -1.3545 4.4562 0.0 0.0 0.0 0.000
H 1.1172 -3.0648 4.3077 0.0 0.0 0.0 0.000
H -2.9502 -1.6324 4.9021 0.0 0.0 0.0 0.000
H -3.4146 -1.5512 3.2058 0.0 0.0 0.0 0.000
H -2.2236 -0.4153 3.8572 0.0 0.0 0.0 0.000
H -1.4030 -1.5652 1.1678 0.0 0.0 0.0 0.000
H -0.7748 -3.1910 1.0225 0.0 0.0 0.0 0.001
```
Forces are in eV/Å.

Summary:
LUMO (spin up / spin down): -0.2551 / -0.2554 hartree
multiplicity: 2
energy relative to the best compared isomer or geometry (same formula, charge and spin): 422.2 kJ/mol
⟨S²⟩: 0.76
strongest force on any atom: 0.050 hartree/bohr
E_tot: -52783.6618 eV
total charge: +2
frontier orbital gap (spin up / spin down): 6.377 / 6.386 eV
highest occupied orbital energy (spin up / spin down): -13.32 / -13.34 eV

=====

4.
Formula: C20H28MnNO2S
Source: OMol25
Level of theory: ωB97M-V with the def2-TZVPD basis set

The geometry in XYZ format:
```
53
Properties=species:S:1:pos:R:3:forces:R:3:lowdin_spin:R:1
O -2.1942 -0.5655 -1.2708 -0.3 -0.3 0.3 0.009
C -3.4889 -0.5833 -0.6382 0.4 -0.1 0.0 0.001
C -3.9656 -1.7367 -1.5272 0.1 0.0 -0.4 0.000
H -4.0045 0.3771 -0.7699 0.0 -0.2 0.1 0.000
H -3.3771 -0.8234 0.4265 -0.2 0.1 -0.1 0.000
C -2.5407 -1.6818 -2.1494 0.0 0.4 0.3 0.001
H -4.7616 -1.4461 -2.2196 0.3 -0.3 0.3 0.000
H -4.1934 -2.6709 -0.9873 0.0 0.3 -0.3 0.000
C -2.4023 -1.1473 -3.5602 0.0 0.0 -0.1 0.000
H -2.8732 -0.1588 -3.6020 -0.1 -0.2 -0.2 0.000
H -2.8375 -1.8204 -4.3089 0.0 0.1 0.1 0.000
H -1.3332 -1.0046 -3.7757 -0.3 -0.1 0.0 0.000
C -1.7021 -2.9230 -1.9326 0.3 -0.3 0.0 -0.001
H -1.8853 -3.3807 -0.9580 0.0 0.1 -0.1 0.000
H -0.6291 -2.7168 -2.0108 -0.3 0.1 0.1 -0.001
H -1.9369 -3.6689 -2.7024 -0.1 0.1 0.1 0.000
Mn 0.5070 -0.1140 0.4005 -1.1 2.7 -3.1 4.077
C 1.5087 -1.3969 1.7053 -0.7 -1.2 1.4 0.030
C 0.6701 -0.5146 2.4878 0.2 -1.6 0.9 0.054
C -0.6936 -0.7660 2.1226 0.3 -0.3 0.8 0.052
H 1.0297 0.1533 3.2751 -0.2 -0.1 -0.6 0.006
C -0.7020 -1.7963 1.1376 0.1 -1.1 0.6 0.052
C 0.6436 -2.1820 0.8599 0.0 -1.1 1.8 0.056
H 0.9704 -2.9954 0.2134 -0.2 0.4 0.0 0.006
H 2.5848 -1.5291 1.8218 -0.4 0.3 -0.2 0.004
H -1.5725 -0.3222 2.5973 0.4 -0.1 -0.3 0.009
H -1.5848 -2.3371 0.8070 0.2 0.5 -0.2 0.006
C 2.1562 1.3431 -0.7151 0.5 0.0 -0.5 0.097
C 1.9787 -0.1246 -1.0474 0.2 0.5 -1.1 -0.137
C 0.7860 -0.2763 -1.8233 0.4 0.2 0.2 -0.107
H 2.7821 -0.8447 -0.9846 0.0 0.0 0.0 -0.004
C 0.1887 1.0364 -1.9916 1.1 0.7 0.2 0.008
C 0.9759 1.9916 -1.3701 -0.2 -0.4 -1.0 -0.001
H 0.8149 3.0650 -1.3496 -0.1 -0.2 0.1 -0.003
H 3.1531 1.7700 -0.9015 -0.3 0.0 -0.1 -0.006
H 0.5529 -1.1436 -2.4269 -0.1 0.1 0.2 -0.007
H -0.6935 1.2170 -2.6012 0.0 0.1 0.4 0.003
O -6.7798 -0.9669 -2.4002 -2.5 -0.1 -0.6 0.000
C -7.0634 -2.0691 -3.3098 0.5 -0.4 0.2 0.000
C -8.5532 -2.0699 -3.7107 0.4 0.4 0.1 0.000
H -6.8270 -3.0038 -2.7648 0.1 0.4 -0.3 0.000
H -6.4080 -1.9973 -4.1994 -0.2 0.0 0.5 0.000
C -9.2122 -1.1586 -2.6743 0.6 -0.3 0.4 0.000
H -8.9676 -3.0752 -3.6755 0.0 0.0 -0.2 0.000
H -8.6881 -1.6600 -4.7167 0.1 -0.1 0.1 0.000
C -8.0547 -0.2570 -2.2133 0.4 0.4 -0.3 0.000
H -9.5964 -1.7527 -1.8405 0.0 0.1 0.0 0.000
H -10.0276 -0.5905 -3.1141 -0.1 0.1 0.2 0.000
H -8.1473 0.0528 -1.1579 0.2 -0.1 -0.5 0.000
H -8.0500 0.6443 -2.8640 0.2 -0.3 0.5 0.000
S 3.9204 1.6846 2.7979 1.7 0.2 1.8 0.324
C 2.8557 1.5521 1.6676 -1.7 -0.1 -2.1 0.364
N 1.9284 1.4242 0.8535 0.1 0.8 0.7 0.108
```
Forces are in eV/Å.

Summary:
LUMO (spin up / spin down): 0.0779 / 0.0779 hartree
multiplicity: 6
energy relative to the best compared isomer or geometry (same formula, charge and spin): 0.0 kJ/mol
⟨S²⟩: 9.14
strongest force on any atom: 0.081 hartree/bohr
E_tot: -68929.4026 eV
total charge: -1
frontier orbital gap (spin up / spin down): 2.641 / 4.449 eV
highest occupied orbital energy (spin up / spin down): -0.52 / -2.33 eV

=====

Q: The highest total charge belongs to which entry?
A: C20H28HfN6O2SSe